Record 1
The ion C2H3N2O2 with charge +1 in a non-equilibrium geometry, computed with ωB97M-V with the def2-TZVPD basis set.

ORCA input file:
```
! RIJCOSX wB97M-V def2-TZVPD def2/J DEFGRID3
* xyz 1 1
O 0.73008 -1.99122 -0.83148
N 0.07174 -1.09486 -0.50085
C 0.14536 -0.39124 0.84635
C 0.02387 0.89580 0.15481
N -0.49774 0.83031 -1.01258
O -0.82477 1.12152 -2.07680
H 0.96223 -0.62449 1.40926
H -0.79093 -0.51996 1.35372
H 0.18018 1.77414 0.65758
*
```

highest occupied orbital energy (alpha / beta) = -15.46 / -15.47 eV
HOMO-LUMO gap (alpha / beta) = 0.30299 / 0.30315 Eh



Record 2
A cluster of 2 separate species, C2H3N2O2S in total in a non-equilibrium geometry, computed with ωB97M-V with the def2-TZVPD basis set.

ORCA input file:
```
! RIJCOSX wB97M-V def2-TZVPD def2/J DEFGRID3
* xyz -1 1
C 0.89335 0.67074 0.46403
C -1.17867 -0.25687 -1.85445
N 0.73875 -0.20074 1.37221
N 0.25652 -0.93357 2.23719
O 0.62979 -1.18476 3.36419
O -0.62615 -1.34742 -1.75025
S -0.64408 1.06568 -2.79650
H 1.28277 0.35236 -0.49486
H -1.92795 0.01362 -1.00806
H 0.57566 1.82097 0.46649
*
```

highest occupied orbital energy = -3.63 eV
HOMO-LUMO gap = 0.26422 Eh



Record 3
The ion C2H3N2OS with charge -1 in a non-equilibrium geometry, computed with ωB97M-V with the def2-TZVPD basis set.

ORCA input file:
```
! RIJCOSX wB97M-V def2-TZVPD def2/J DEFGRID3
* xyz -1 1
O 2.12381 1.38144 -0.14946
N 0.89910 1.24309 0.25449
C 0.50684 -0.10328 0.43310
C -0.48256 -0.57609 -0.67381
N -1.74795 -0.47170 -0.66457
S -2.66539 0.30908 0.37231
H -0.20275 -0.07666 1.27142
H 1.48009 -0.63841 0.52341
H 0.08881 -1.06748 -1.36689
*
```

highest occupied orbital energy (alpha / beta) = -2.57 / -2.57 eV
HOMO-LUMO gap (alpha / beta) = 0.22745 / 0.22751 Eh



Record 4
An isolated molecule of C2H3N2P in a non-equilibrium geometry, computed with ωB97M-V with the def2-TZVPD basis set.

ORCA input file:
```
! RIJCOSX wB97M-V def2-TZVPD def2/J DEFGRID3
* xyz 0 1
C 0.86951 1.71783 0.07454
C 0.34576 -0.60933 0.01657
N -1.87850 1.32506 0.11064
N 1.08559 0.52569 0.04232
P -1.39600 -0.06279 -0.00726
H 1.04102 2.29780 -0.78829
H 0.71667 -1.59319 -0.16482
H -1.94442 -1.22181 0.18721
*
```

highest occupied orbital energy = -8.73 eV
HOMO-LUMO gap = 0.30361 Eh



Record 5
An isolated molecule of C2H3N2P in a non-equilibrium geometry, computed with ωB97M-V with the def2-TZVPD basis set.

ORCA input file:
```
! RIJCOSX wB97M-V def2-TZVPD def2/J DEFGRID3
* xyz 0 3
C 0.41512 -0.60598 0.16221
C -0.78965 -0.10497 0.67155
N 1.00735 0.13936 -0.73745
N 0.30557 1.25257 -0.89916
P -1.12727 1.41689 -0.04794
H 0.87192 -1.53576 0.44963
H -1.40881 -0.61182 1.38867
H 0.50281 1.85924 -1.81046
*
```

highest occupied orbital energy (alpha / beta) = -5.64 / -9.89 eV
HOMO-LUMO gap (alpha / beta) = 0.24905 / 0.26892 Eh
expectation value of S² = 2.0276



Record 6
An isolated molecule of C2H3N2P in a non-equilibrium geometry, computed with ωB97M-V with the def2-TZVPD basis set.

ORCA input file:
```
! RIJCOSX wB97M-V def2-TZVPD def2/J DEFGRID3
* xyz 0 3
C -0.12649 -0.57135 1.62118
C -0.55011 -1.14922 2.72336
N 0.12901 -0.99993 0.30468
N 0.50844 0.11108 -0.45997
P 0.62214 1.33889 0.80482
H -0.59661 -1.36628 -0.23686
H 1.36764 -0.09792 -0.80927
H -0.71072 1.86208 0.81568
*
```

highest occupied orbital energy (alpha / beta) = -7.78 / -9.84 eV
HOMO-LUMO gap (alpha / beta) = 0.29119 / 0.28194 Eh
expectation value of S² = 2.0343



Record 7
An isolated molecule of C2H3N2PS in a non-equilibrium geometry, computed with ωB97M-V with the def2-TZVPD basis set.

ORCA input file:
```
! RIJCOSX wB97M-V def2-TZVPD def2/J DEFGRID3
* xyz 0 1
C -1.52831 -1.15809 -0.07910
C 0.51229 -0.32710 -0.31813
N -0.22783 -1.32418 -0.26392
N -0.76531 1.27700 0.00659
P 2.15042 0.33270 -0.07728
S -2.03149 0.51869 0.11165
H -2.16620 -1.90058 -0.24693
H 2.13210 0.88681 1.15610
H 1.92434 1.69476 -0.28899
*
```

highest occupied orbital energy (alpha / beta) = -8.53 / -8.53 eV
HOMO-LUMO gap (alpha / beta) = 0.29783 / 0.29786 Eh



Record 8
A cluster of 2 separate species, C2H3N2S2 in total in a non-equilibrium geometry, computed with ωB97M-V with the def2-TZVPD basis set.

ORCA input file:
```
! RIJCOSX wB97M-V def2-TZVPD def2/J DEFGRID3
* xyz 1 1
C 1.08517 -0.01984 -0.03063
C -2.66748 0.15213 0.16590
N -0.04940 0.18238 -0.05826
N 2.36989 -0.23757 -0.13473
S -2.72307 1.66769 0.58870
S -2.70958 -1.30010 -0.49200
H -1.13180 0.40230 0.07914
H 2.65712 -1.13764 0.34855
H 3.16915 0.29063 -0.46666
*
```

highest occupied orbital energy = -13.84 eV
HOMO-LUMO gap = 0.32367 Eh



Record 9
An isolated molecule of C2H3N3, computed with ωB97M-V with the def2-TZVPD basis set.

ORCA input file:
```
! RIJCOSX wB97M-V def2-TZVPD def2/J DEFGRID3
* xyz 0 1
N -0.46995 0.62842 -0.01171
C -0.73841 -0.67645 -0.15513
N 0.31911 -1.44581 -0.05024
C 1.39765 -0.63326 0.24595
N 0.88866 0.65562 0.35109
H -1.12822 1.34515 0.27205
H -1.74254 -1.03562 -0.34435
H 1.47370 1.16196 -0.30766
*
```

highest occupied orbital energy = -8.63 eV
HOMO-LUMO gap = 0.34053 Eh



Record 10
An isolated molecule of C2H3N3, computed with ωB97M-V with the def2-TZVPD basis set.

ORCA input file:
```
! RIJCOSX wB97M-V def2-TZVPD def2/J DEFGRID3
* xyz 0 1
H 2.45061 0.50956 -0.45811
N 1.48676 0.17401 -0.35206
N 0.83288 1.11611 0.14166
C -0.52659 0.79370 0.39077
C -0.89904 -0.46837 0.23346
N -1.02501 -1.67298 0.14180
H -1.18142 1.59577 0.70355
H -1.13819 -2.04781 -0.80107
*
```

highest occupied orbital energy = -9.20 eV
HOMO-LUMO gap = 0.35392 Eh



Record 11
An isolated molecule of C2H3N3 in a non-equilibrium geometry, computed with ωB97M-V with the def2-TZVPD basis set.

ORCA input file:
```
! RIJCOSX wB97M-V def2-TZVPD def2/J DEFGRID3
* xyz 0 1
C 0.99673 -0.04671 -0.12731
C -0.10110 0.71474 -0.28482
N -1.20294 -0.11082 -0.06651
N -0.68621 -1.40185 0.11644
N 0.58053 -1.35792 0.04791
H 2.03342 0.23368 -0.08279
H -0.31857 1.75554 -0.46183
H -1.25298 0.34894 0.86838
*
```

highest occupied orbital energy = -10.41 eV
HOMO-LUMO gap = 0.40856 Eh



Record 12
A cluster of 2 separate species, C2H3N3 in total in a non-equilibrium geometry, computed with ωB97M-V with the def2-TZVPD basis set.

ORCA input file:
```
! RIJCOSX wB97M-V def2-TZVPD def2/J DEFGRID3
* xyz 0 1
C 0.15695 -0.04991 0.59765
C 1.15629 0.70188 -0.06437
N 1.95796 1.78641 0.40432
N 2.50316 0.69167 0.13339
N 0.41648 -1.12604 1.20893
H -0.95428 0.33049 0.36717
H 0.82331 0.82946 -1.80508
H -0.35695 -1.44649 1.80029
*
```

highest occupied orbital energy = -10.11 eV
HOMO-LUMO gap = 0.36390 Eh